No. 1
DFT (ωB97M-V/def2-TZVPD) results for 4 unconnected molecules or ions with the total composition C8H22BrO3.

Summary:
HOMO level: -5.15 eV
Strongest force on any atom: 0.7 eV/A
Charge: -1
Kohn-Sham gap: 8.541 eV
Multiplicity: 1
E: -3117.8479 Eh

Positions of all 34 atoms, in Å:
Br 0.519 2.088 -1.612
C 1.801 -3.016 -1.394
C 1.733 -1.501 -1.596
C 2.976 -0.985 -2.314
O 0.570 -1.228 -2.362
H 1.073 -3.297 -0.633
H 2.786 -3.302 -1.019
H 1.615 -3.513 -2.345
H 1.661 -1.046 -0.604
H 3.834 -1.071 -1.638
H 2.897 0.055 -2.627
H 3.165 -1.576 -3.215
H 0.381 -0.279 -2.205
C 1.097 1.844 3.785
C 0.568 1.740 2.367
C -0.930 1.978 2.309
O 1.237 2.737 1.604
H 2.172 2.039 3.820
H 0.909 0.943 4.373
H 0.657 2.695 4.314
H 0.845 0.773 1.929
H -1.221 2.072 1.262
H -1.179 2.892 2.847
H -1.518 1.153 2.725
H 0.932 2.681 0.668
C -3.971 -1.160 -0.993
C -2.763 -0.314 -0.642
O -2.549 0.584 -1.715
H -4.227 -1.872 -0.203
H -3.754 -1.718 -1.905
H -4.877 -0.579 -1.183
H -1.904 -0.990 -0.540
H -2.876 0.188 0.322
H -1.661 0.985 -1.580

Here are the Löwdin charges for atoms 1 to 4, given in e:
1 Br -0.11
2 C -0.07
3 C -0.53
4 C -0.08

No. 2
DFT (ωB97M-V/def2-TZVPD) results for a molecular structure, C18H27ClLuNO7 at a distorted geometry.

Summary:
HOMO level: -13.69 eV
Strongest force on any atom: 5.9 eV/A
Charge: +2
Kohn-Sham gap: 2.267 eV
Multiplicity: 1
E: -2978.1338 Eh

Positions of all 55 atoms, in Å:
C 4.523 -0.066 1.456
C 3.912 0.976 0.339
C 4.256 0.349 -1.103
C 2.319 1.288 0.512
C 2.052 2.649 -0.314
C 1.397 0.106 -0.176
O 0.153 0.025 0.459
C -0.935 -0.297 -0.446
C -2.120 0.771 -0.288
C -1.744 2.231 0.197
C -2.886 2.958 1.036
C -4.227 3.200 0.245
O -3.996 4.247 -0.717
N -2.994 0.870 -1.483
C -2.337 1.165 -2.496
O -1.714 1.106 -3.475
O -2.796 0.240 0.893
C -2.162 -0.862 1.516
O -2.057 -1.119 2.667
C -1.578 -1.634 0.231
C -0.527 -2.769 0.590
C -0.813 -4.196 -0.043
C 0.626 -4.838 -0.366
Cl 0.305 -6.206 -1.542
C -2.940 -2.083 -0.466
O -3.083 -2.183 -1.677
O -3.937 -2.381 0.344
H 5.140 -0.922 0.949
H 3.725 -0.529 2.155
H 5.268 0.492 2.100
H 4.532 1.914 0.434
H 3.794 -0.690 -1.217
H 3.928 1.060 -1.907
H 5.367 0.186 -1.108
H 2.128 1.398 1.618
H 3.026 3.212 -0.380
H 1.282 3.274 0.204
H 1.729 2.334 -1.345
H 1.365 0.189 -1.295
H 1.972 -0.876 0.035
H -0.664 -0.663 -1.473
H -0.820 2.262 0.858
H -1.504 2.938 -0.660
H -2.478 3.986 1.287
H -3.073 2.469 2.038
H -4.964 3.624 0.996
H -4.697 2.278 -0.187
H -4.105 3.903 -1.620
H 0.552 -2.509 0.356
H -0.579 -2.904 1.719
H -1.358 -4.178 -1.021
H -1.286 -4.834 0.748
H 1.248 -4.090 -0.960
H 1.149 -5.188 0.565
Lu 2.624 -1.682 1.219

Here are the Löwdin charges for atoms 1 to 4, given in e:
1 C -0.12
2 C -0.32
3 C -0.05
4 C -0.24

No. 3
DFT (ωB97M-V/def2-TZVPD) results for 5 unconnected molecules or ions with the total composition C20H55N5O5 at a distorted geometry.

Summary:
Structure (SMILES): COC[C@H](C)N.COC[C@H](C)N.COC[C@H](C)N.COC[C@H](C)N.COC[C@H](C)N
HOMO level: -9.25 eV
Strongest force on any atom: 12.9 eV/A
Relative energy (zero: lowest compared OMol25 entry of this formula, charge and spin): 13.483 eV
Kohn-Sham gap: 9.990 eV
Multiplicity: 1
E: -1444.3997 Eh

Positions of all 85 atoms, in Å:
C -43.174 1.959 -25.241
O -41.926 1.862 -25.829
C -41.863 1.413 -27.193
C -40.428 1.705 -27.843
C -40.229 3.266 -27.999
N -40.176 1.037 -29.026
H -43.798 1.102 -25.349
H -43.727 2.775 -25.771
H -42.781 2.386 -24.234
H -42.085 0.477 -27.187
H -42.692 1.852 -27.758
H -39.835 1.374 -26.992
H -39.006 3.329 -27.986
H -40.543 3.798 -27.105
H -40.964 3.774 -28.759
H -39.339 1.473 -29.473
H -40.761 1.218 -29.733
C -32.785 -0.854 -31.331
O -33.739 0.031 -31.554
C -35.118 -0.464 -31.555
C -36.043 0.827 -31.763
C -35.816 1.827 -30.712
N -37.426 0.436 -31.791
H -32.596 -1.738 -32.108
H -32.882 -1.560 -30.388
H -31.944 -0.543 -31.040
H -35.478 -0.935 -32.432
H -35.480 -1.012 -30.564
H -35.867 1.329 -32.665
H -35.937 1.524 -29.641
H -36.560 2.433 -30.546
H -34.917 2.199 -30.691
H -37.402 -0.461 -32.439
H -37.448 0.023 -30.982
C -34.637 -0.436 -27.551
O -35.702 -1.076 -26.900
C -36.971 -1.041 -27.681
C -38.030 -1.555 -26.816
C -37.796 -2.995 -26.296
N -39.396 -1.616 -27.489
H -33.923 -1.071 -27.140
H -34.477 0.442 -27.141
H -34.376 -0.416 -28.596
H -37.308 0.059 -27.859
H -36.774 -1.703 -28.608
H -38.284 -0.880 -25.969
H -38.688 -3.314 -25.449
H -36.903 -3.030 -25.770
H -37.857 -3.892 -26.860
H -39.568 -0.617 -27.763
H -39.954 -1.767 -26.784
C -33.272 4.971 -33.159
O -33.727 4.456 -34.412
C -32.866 3.994 -35.434
C -33.571 3.066 -36.420
C -34.306 1.991 -35.759
N -32.646 2.605 -37.418
H -33.899 5.463 -32.754
H -32.359 5.344 -33.533
H -33.093 4.183 -32.651
H -32.334 4.720 -35.889
H -31.923 3.497 -34.996
H -34.378 3.689 -36.937
H -34.714 1.216 -36.538
H -35.190 2.228 -34.975
H -33.591 1.265 -35.190
H -32.117 3.256 -38.075
H -33.362 2.208 -37.987
C -36.961 -3.578 -30.617
O -35.958 -3.966 -31.553
C -36.459 -3.939 -32.863
C -35.339 -4.344 -33.860
C -34.252 -3.352 -34.027
N -36.048 -4.482 -35.195
H -36.589 -3.966 -29.749
H -37.945 -3.911 -30.669
H -37.188 -2.599 -30.653
H -37.347 -4.412 -32.683
H -36.750 -2.815 -33.305
H -35.027 -5.322 -33.585
H -34.693 -2.258 -34.310
H -33.570 -3.726 -34.907
H -33.757 -3.084 -33.163
H -36.809 -5.258 -35.191
H -35.494 -4.966 -35.900

Here are the Löwdin charges for atoms 1 to 4, given in e:
1 C -0.13
2 O -0.22
3 C -0.15
4 C -0.45

Which formula does entry 2 have?
C18H27ClLuNO7

Among the records above, which one has the highest strongest force on any atom?
C20H55N5O5

What is the Kohn-Sham gap in the third record?
9.990 eV

Which value of HOMO level does entry 3 give?
-9.25 eV